No. 1
12
Properties=species:S:1:pos:R:3:forces:R:3:mulliken_charge:R:1 method="wB97M-V/def2-TZVPD" total_charge=0 e_above_lowest_ev=3.519 e_tot_ha=-1139.248072 homo_lumo_gap_ev=8.884 homo_ev=-8.53 smiles=Nn1ncc(S)c1Cl
C -1.406 1.150 0.516 3.6 1.4 -0.8 -0.135
C 0.045 1.030 0.145 -3.3 -1.8 -1.2 -0.035
C 0.042 -0.332 -0.122 0.8 0.4 1.9 0.197
H -1.050 -2.568 1.752 -1.0 1.3 -3.9 0.282
H -2.192 -2.508 0.285 1.4 -0.1 1.1 0.287
H -1.923 2.052 0.589 -0.8 1.3 0.4 0.512
H 1.404 2.875 0.905 -0.1 -1.6 -3.4 0.152
N -1.216 -2.313 0.629 -0.7 0.2 1.9 -0.669
N -1.056 -0.939 0.345 -1.6 0.6 0.6 0.710
N -1.993 0.043 0.680 -0.6 -3.1 0.6 -0.853
S 1.225 2.097 -0.526 0.4 2.4 3.7 -0.277
Cl 1.290 -1.295 -0.584 1.8 -1.0 -0.8 -0.171

=====

No. 2
11
Properties=species:S:1:pos:R:3:forces:R:3:mulliken_charge:R:1 method="wB97M-V/def2-TZVPD" total_charge=-1 e_above_lowest_ev=0.243 e_tot_ha=-876.801053 homo_lumo_gap_ev=6.713 homo_ev=-2.94
S -2.314 0.956 0.028 0.3 0.1 -0.2 -0.481
H -1.789 1.762 -0.913 -0.2 0.0 0.1 0.095
C 2.729 0.087 0.438 -0.5 -0.4 1.3 -1.029
C 1.233 -0.161 0.719 0.2 0.1 -0.7 -0.404
S 0.371 -1.052 -0.624 0.0 0.1 0.2 -0.629
H 3.309 -0.838 0.435 -0.2 -0.2 -0.5 0.263
H 2.866 0.655 -0.475 0.2 0.1 0.0 0.296
H 3.122 0.592 1.334 0.2 0.5 -0.3 0.307
H 0.750 0.814 0.835 0.0 0.0 0.1 0.240
H 1.115 -0.686 1.667 0.1 -0.1 0.1 0.234
H -1.218 0.009 -0.255 -0.1 -0.1 0.0 0.108

=====

No. 3
8
Properties=species:S:1:pos:R:3:forces:R:3:mulliken_charge:R:1 method="wB97M-V/def2-TZVPD" total_charge=-1 e_above_lowest_ev=1.107 e_tot_ha=-718.000741 homo_lumo_gap_ev=8.539 homo_ev=-4.37
C -1.212 0.652 -0.238 -2.2 0.3 -0.6 0.079
N -0.331 -0.155 0.370 1.7 0.2 -0.1 -0.403
O 2.095 0.039 1.431 0.2 -0.9 0.5 -0.537
O -1.223 1.868 -0.420 1.0 -0.7 0.4 -0.570
O 1.634 -1.415 -0.818 -0.3 4.1 3.7 -0.707
S 1.544 0.003 0.087 -0.2 -2.6 -3.9 0.525
H -2.187 0.146 -0.554 0.9 -0.2 0.3 0.246
H -0.320 -1.138 0.141 -1.0 -0.3 -0.2 0.369

=====

No. 4
12
Properties=species:S:1:pos:R:3:forces:R:3:mulliken_charge:R:1 method="wB97M-V/def2-TZVPD" total_charge=0 e_above_lowest_ev=2.828 e_tot_ha=-360.565495 homo_lumo_gap_ev=10.305 homo_ev=-9.47
N 0.366 1.328 1.059 -0.1 0.1 -0.3 -0.533
C 0.256 0.226 0.194 -0.6 0.3 -0.7 0.095
C -1.231 -0.071 -0.587 0.3 0.5 0.1 -0.704
C -0.531 -1.018 0.288 -0.1 -0.2 0.2 -0.036
O 0.380 -1.643 -0.689 0.5 -0.4 0.3 -0.384
C 1.165 -0.483 -0.728 0.4 0.0 -0.4 0.591
O 2.143 -0.244 -1.368 -0.5 -0.5 0.4 -0.560
H 0.851 2.105 0.631 -0.1 0.0 0.0 0.258
H 0.739 1.177 1.996 -0.2 -0.4 -0.5 0.245
H -1.766 0.832 -0.364 -0.8 -0.3 0.9 0.340
H -1.521 -0.556 -1.534 1.1 0.9 0.0 0.281
H -0.850 -1.655 1.101 0.1 0.1 0.1 0.408

=====

No. 5
72
Properties=species:S:1:pos:R:3:forces:R:3:mulliken_charge:R:1 method="wB97M-V/def2-TZVPD" total_charge=+2 e_above_lowest_ev=0.166 e_tot_ha=-1600.721907 homo_lumo_gap_ev=9.748 homo_ev=-14.53
Sr 0.353 -0.364 -0.307 -0.6 0.1 -0.6 1.081
C 1.028 -2.231 -3.235 1.2 1.7 -1.0 -0.590
C 0.084 -3.117 -2.541 -1.1 -1.2 -0.7 -0.806
O 0.073 -2.833 -1.177 -0.5 0.0 0.6 0.141
C 0.776 -3.704 -0.329 -1.4 -0.6 1.4 -0.828
C 2.214 -3.368 -0.279 1.1 -0.3 0.1 -0.719
O 2.389 -1.993 0.044 -0.1 -0.4 -0.3 0.227
C 3.754 -1.587 -0.032 -0.4 0.3 0.2 -0.809
C 3.738 -0.075 -0.267 0.7 -0.4 -0.3 -0.210
O 2.780 0.332 -1.200 -1.1 0.1 -0.3 0.271
C 3.112 0.129 -2.569 -1.6 -0.2 -0.6 -0.688
C 1.689 0.122 -3.303 0.8 0.3 2.2 -0.939
O 0.798 -0.884 -2.769 0.3 0.5 -0.7 0.051
H 0.879 -2.273 -4.318 -0.1 0.0 0.0 0.437
H 2.099 -2.390 -3.051 -0.3 -0.7 0.1 0.263
H 0.277 -4.166 -2.784 0.6 -0.1 0.4 0.390
H -0.947 -3.056 -2.909 0.1 0.8 0.0 0.399
H 0.609 -4.780 -0.558 0.2 0.7 -0.1 0.463
H 0.259 -3.541 0.651 0.7 -0.2 -0.4 0.072
H 2.688 -3.570 -1.242 0.0 0.0 -0.1 0.428
H 2.729 -4.009 0.441 0.0 0.0 0.2 0.520
H 4.297 -2.068 -0.872 -0.5 -0.1 0.5 0.426
H 4.221 -1.853 0.927 0.3 0.2 -0.4 0.409
H 4.693 0.139 -0.727 0.7 0.6 0.6 0.524
H 3.501 0.518 0.610 0.5 -0.2 0.2 -0.481
H 3.652 -0.823 -2.659 -0.2 0.2 -0.3 0.403
H 3.743 0.960 -2.927 -0.3 -0.3 0.0 0.391
H 1.792 0.107 -4.350 0.1 -0.5 -1.5 0.614
H 1.184 1.078 -3.084 0.3 -0.3 0.1 0.279
C -2.647 0.973 1.606 -1.0 1.1 1.1 -0.953
C -2.430 2.261 0.729 -0.3 -1.8 1.3 -0.670
C -1.102 2.830 0.892 3.0 0.9 -0.8 0.250
C -0.822 4.008 1.607 -2.1 -2.1 0.2 -0.770
C 0.459 4.450 1.711 -0.1 1.6 0.1 -0.501
C 1.464 3.889 0.970 1.4 -0.3 -0.1 -0.953
C 1.162 2.734 0.271 -1.2 0.6 -0.3 -0.261
N -0.086 2.220 0.168 -0.3 0.7 1.3 0.064
N -1.964 -0.219 1.125 1.0 -1.1 1.2 0.520
C -2.895 -1.120 0.459 0.6 -0.6 -0.8 -0.745
C -3.309 -0.489 -0.835 -0.7 0.3 0.4 -0.045
C -4.582 0.045 -0.985 -0.2 -0.8 0.6 -0.713
C -4.977 0.680 -2.127 1.8 -0.3 -1.0 -0.741
C -4.001 0.815 -3.121 -0.5 0.0 0.5 -0.784
C -2.737 0.340 -2.851 0.1 -0.6 0.3 -0.320
N -2.373 -0.331 -1.744 0.4 0.5 -0.4 0.220
C -1.336 -0.938 2.305 -1.1 0.1 -1.0 -0.832
C -0.296 -0.083 2.922 1.3 -0.7 0.5 0.251
C -0.441 0.309 4.242 0.6 0.7 -1.2 -0.826
C 0.597 1.080 4.740 -0.2 0.5 3.1 -0.430
C 1.781 1.313 4.074 0.3 -0.3 -0.3 -1.117
C 1.858 0.768 2.784 1.1 1.6 -0.1 -0.002
N 0.844 0.138 2.208 -0.5 -0.3 0.3 0.820
H -3.741 0.781 1.720 0.5 0.1 -0.5 0.571
H -2.390 1.156 2.684 0.2 0.2 -1.1 0.521
H -3.238 2.926 0.964 -0.2 0.6 -0.1 0.611
H -2.420 1.960 -0.284 -0.8 -0.3 -1.2 -0.089
H -1.696 4.431 2.126 0.8 0.2 -0.1 0.447
H 0.591 5.356 2.269 0.5 0.3 0.3 0.488
H 2.483 4.337 0.927 -0.9 -0.5 0.1 0.431
H 1.906 2.268 -0.342 0.4 -0.3 -0.2 0.777
H -3.721 -1.386 1.072 -1.1 0.2 0.7 0.553
H -2.437 -2.106 0.290 0.4 0.3 -0.3 0.328
H -5.276 -0.155 -0.205 -0.6 0.1 0.6 0.539
H -5.957 1.005 -2.302 -1.2 0.5 0.0 0.542
H -4.252 1.239 -4.079 0.2 0.2 -0.1 0.474
H -1.949 0.423 -3.549 0.6 0.3 -0.9 0.524
H -0.969 -1.940 1.976 -0.1 0.7 0.2 0.101
H -2.098 -1.112 3.073 -0.1 -0.3 -0.1 0.406
H -1.351 0.126 4.798 0.1 -0.1 0.0 0.548
H 0.466 1.434 5.805 0.4 -0.2 -1.4 0.360
H 2.633 1.848 4.552 -0.9 -0.4 -0.6 0.462
H 2.785 1.034 2.174 -1.5 -0.8 0.8 0.224

=====

No. 6
46
Properties=species:S:1:pos:R:3:forces:R:3:lowdin_spin:R:1 method="wB97M-V/def2-TZVPD" total_charge=+2 e_above_lowest_ev=1.009 e_tot_ha=-2196.715311 homo_lumo_gap_ev="6.461 / 6.546" homo_ev="-14.38 / -14.45" multiplicity=2
C 1.036 -2.004 -3.816 0.3 -1.1 -1.3 0.000
C -0.034 -2.991 -3.692 -1.1 0.6 1.7 0.000
C 0.826 -0.897 -4.737 -0.6 1.7 1.2 0.000
C 2.406 -2.393 -3.496 0.4 0.9 1.8 0.000
Cl 0.401 -0.660 -1.056 0.9 -3.8 -2.5 0.051
H 1.025 -1.326 -5.705 0.2 -0.3 -0.8 0.000
H 1.516 -0.048 -4.601 -0.1 -0.5 -0.1 0.000
H -0.209 -0.516 -4.751 0.4 -0.3 0.0 0.000
H 0.084 -3.637 -4.547 0.2 -0.5 -0.6 0.000
H -1.043 -2.550 -3.760 0.5 -0.1 -0.1 0.000
H 0.017 -3.627 -2.793 0.2 0.2 -0.4 0.000
H 2.726 -2.972 -4.345 0.2 -0.5 -0.7 0.000
H 2.518 -3.038 -2.610 -0.3 0.2 -0.4 0.000
H 3.105 -1.543 -3.414 -0.4 -0.3 -0.2 0.000
C -2.537 1.664 0.953 0.7 0.2 -0.7 -0.050
C -1.808 2.302 -0.100 -0.8 -0.5 0.0 -0.022
C -1.579 1.332 -1.130 -0.3 -0.1 0.7 -0.021
H -1.557 3.361 -0.131 -0.2 -0.4 -0.1 0.000
C -2.116 0.070 -0.647 -0.4 0.9 0.4 -0.028
C -2.671 0.288 0.636 0.2 0.0 -1.2 -0.007
H -3.196 -0.474 1.196 0.2 0.1 0.2 0.001
H -3.031 2.169 1.783 0.6 -0.2 0.0 -0.002
H -1.181 1.525 -2.124 0.0 -0.1 0.4 0.000
H -2.092 -0.880 -1.165 -0.2 0.3 0.1 0.000
C 2.049 1.001 1.684 0.6 -0.1 -0.7 -0.009
C 1.416 2.260 1.813 -0.5 0.5 -0.6 -0.058
C 1.033 2.713 0.511 0.8 0.2 0.2 -0.022
H 1.362 2.861 2.733 -0.4 -0.6 -0.5 -0.002
C 1.539 1.778 -0.441 0.0 0.1 0.3 -0.025
C 2.151 0.697 0.313 0.3 0.5 0.2 -0.033
H 2.617 -0.204 -0.098 -0.2 0.7 0.3 0.000
H 2.522 0.406 2.470 -0.5 0.2 -0.2 0.001
H 0.553 3.672 0.280 0.4 -0.6 0.2 0.000
H 1.562 1.908 -1.532 -0.1 -0.1 0.8 0.000
V -0.176 0.732 0.444 -1.1 3.4 3.2 1.222
C -1.027 -0.409 5.319 0.0 0.0 -0.3 0.001
C -0.675 -1.352 4.358 0.1 -0.1 -0.5 0.000
C -0.460 -0.949 3.045 -0.1 0.8 -0.4 0.008
N -0.571 0.337 2.630 -0.2 -0.6 0.9 -0.007
C -0.920 1.249 3.578 0.0 -0.2 -0.1 -0.001
C -1.152 0.923 4.915 0.1 -0.3 -0.4 -0.001
H -1.208 -0.722 6.344 0.0 0.2 -0.2 0.000
H -0.564 -2.414 4.560 -0.1 0.3 0.3 0.000
H -0.195 -1.635 2.242 0.0 -0.2 0.4 0.003
H -1.029 2.290 3.268 0.1 -0.4 -0.1 0.000
H -1.438 1.703 5.616 0.1 -0.1 -0.2 0.000